C30H34BrF4MoN8O4PS as an isolated structure. Source: OMol25; level of theory: ωB97M-V with the def2-TZVPD basis set.

Properties
net charge	+4
gap between HOMO and LUMO (alpha / beta)	5.55 / 5.41	eV
multiplicity	3
⟨S²⟩	2.019

The geometry in XYZ format:
```
84
Properties=species:S:1:pos:R:3:forces:R:3:mulliken_spin:R:1
Mo 0.05969 0.76534 0.43911 -0.538 0.055 0.007 1.942
Br 0.37342 1.21148 2.85588 0.060 0.028 0.119 -0.060
S -3.54085 -3.25933 -0.33096 -0.068 -0.006 -0.055 0.001
P 2.63159 0.96531 0.37266 0.279 0.026 -0.053 -0.036
F 4.41174 1.58723 6.00220 -0.018 -0.001 -0.014 0.000
F 1.75175 1.47654 5.41983 -0.022 0.011 0.046 0.000
F 5.42868 1.22176 1.45429 -0.013 -0.001 0.025 0.001
F 6.23013 1.45052 3.99733 -0.044 0.001 -0.004 0.000
O -0.02887 -4.33947 2.35050 0.046 0.055 0.175 -0.001
O -2.91539 -3.92920 0.77737 0.035 -0.064 0.053 0.000
O -0.22230 -5.55354 0.56964 -0.010 -0.117 -0.134 0.001
O -3.32141 -1.80745 -0.42077 0.038 -0.023 0.009 -0.004
N -2.28339 3.11557 -0.23896 -0.136 0.048 0.020 -0.005
N -0.65406 -3.14174 -0.92502 0.054 0.191 0.021 0.024
N -4.15058 1.86496 0.31041 0.204 0.058 -0.022 0.051
N -0.04257 2.43250 -0.57835 0.251 -0.148 -0.027 -0.067
N -0.73084 4.55780 -1.12374 -0.065 -0.113 0.014 0.001
N -2.03389 0.86140 0.35687 0.139 -0.086 0.020 0.029
N -0.10252 -1.15779 -0.18270 0.218 -0.138 -0.025 -0.066
N -0.18095 -4.51209 1.16962 -0.046 0.094 -0.004 -0.001
C 0.05859 -2.05885 0.87111 -0.004 -0.216 -0.002 0.058
C -1.34194 -4.16095 -1.75831 0.071 -0.080 -0.002 -0.003
C -5.02752 2.98906 -0.06759 -0.003 0.007 -0.044 -0.004
C 4.56022 -0.15653 -1.30252 -0.015 -0.028 0.005 0.001
C 4.02413 1.46647 4.76684 -0.071 -0.018 -0.100 0.004
C -5.28188 -3.60687 -0.36798 0.042 0.034 -0.098 0.000
C 5.17737 -2.47955 -1.19062 0.013 -0.005 -0.007 0.002
C -5.91389 -3.33340 0.99115 0.003 0.002 0.026 0.000
C 3.25101 3.68951 0.17747 -0.032 0.051 0.019 0.001
C 4.52127 1.26195 2.41143 0.057 0.028 0.068 -0.005
C 3.42208 -1.65638 0.22343 -0.028 0.024 0.023 -0.007
C 5.34689 -1.21330 -1.73342 -0.014 -0.013 0.007 0.001
C -2.84731 1.89351 0.15389 -0.141 0.095 -0.009 -0.006
C 3.33630 4.87560 -1.91841 0.003 -0.064 -0.059 -0.002
C -2.86304 -3.95186 -1.84479 0.011 0.118 -0.034 0.002
C -0.85182 -1.25792 -2.56610 0.029 0.109 -0.064 0.014
C 4.22171 -2.70042 -0.20346 0.000 0.013 -0.018 0.002
C 3.07412 3.69157 -2.60678 0.002 0.067 0.041 0.004
C 2.99232 2.50234 -0.50542 0.011 -0.096 -0.083 0.013
C 2.28726 1.27554 3.14669 0.026 -0.015 0.051 -0.012
C 2.90192 2.50589 -1.90658 -0.089 0.046 0.002 0.009
C 4.95406 1.39272 3.73441 -0.017 -0.006 -0.018 -0.003
C -0.27737 -3.27341 0.39799 0.007 0.200 0.121 0.022
C 3.17375 1.19306 2.08072 -0.062 0.012 0.094 0.008
C 2.65630 1.40957 4.46606 0.163 0.001 -0.053 0.010
C 3.58072 -0.38098 -0.33167 0.060 -0.009 0.013 -0.017
C -1.02075 3.36042 -0.65570 -0.047 0.199 -0.118 0.014
C 3.42715 4.87219 -0.53283 -0.004 -0.007 0.057 0.004
C -4.78072 0.68813 0.93656 -0.023 -0.043 -0.009 0.005
C -0.53471 -1.84940 -1.24908 -0.128 -0.013 -0.043 0.044
H 2.71601 -1.82847 1.02797 -0.026 -0.001 0.004 0.004
H 4.11933 -3.68055 0.24116 -0.004 -0.023 0.018 0.000
H 3.50107 5.79285 -2.46756 0.000 0.026 -0.019 0.000
H -3.16196 -3.29114 -2.65773 0.002 0.007 -0.003 0.000
H -4.25268 0.43410 1.85512 0.006 -0.040 0.011 -0.002
H -0.89388 -4.13131 -2.75141 -0.060 -0.021 0.021 0.002
H 5.80757 -3.29446 -1.52113 -0.002 -0.007 -0.003 0.000
H 6.10840 -1.04204 -2.48100 0.027 0.009 -0.013 0.000
H 0.84955 2.76495 -0.97574 -0.093 -0.075 0.069 0.010
H 3.33818 3.70356 1.25635 0.009 -0.010 0.028 0.000
H -5.82688 -2.28422 1.27243 -0.008 0.008 0.007 0.000
H -4.76958 3.36457 -1.05751 -0.007 0.029 -0.006 0.002
H 3.66051 5.78575 -0.00197 0.001 0.006 0.003 0.000
H 0.39911 -1.80999 1.86624 0.006 -0.028 -0.059 -0.015
H -1.92357 -1.30951 -2.75537 -0.031 -0.002 -0.020 0.003
H 0.21676 4.79434 -1.39567 -0.007 -0.008 0.013 0.001
H -1.42599 5.28252 -1.25227 0.001 -0.009 0.007 0.000
H -2.91898 3.90533 -0.25200 0.037 -0.049 0.006 0.001
H -5.37266 -4.65653 -0.64931 0.021 -0.054 0.033 0.000
H -4.77081 -0.15827 0.25045 -0.016 0.026 0.038 0.000
H -6.97376 -3.58006 0.93075 0.054 0.009 0.012 0.000
H 2.73935 1.58336 -2.45350 -0.054 0.021 0.001 -0.007
H -1.10953 -5.12020 -1.30735 -0.014 0.055 -0.051 -0.001
H -0.32370 -1.78329 -3.36336 -0.025 0.007 -0.015 0.003
H 3.03869 3.68870 -3.68753 -0.002 0.002 -0.037 0.000
H 4.73937 0.83122 -1.70215 0.040 -0.028 0.017 0.000
H -5.80382 0.94837 1.18768 0.020 -0.006 0.013 0.001
H -6.04537 2.61623 -0.12401 0.012 0.033 -0.004 0.000
H -2.53896 -0.03201 0.40111 0.029 0.011 -0.014 0.034
H -5.45807 -3.94794 1.76460 -0.028 -0.002 0.001 0.000
H -3.32485 -4.92379 -2.01572 -0.037 -0.032 0.043 -0.001
H -4.99462 3.77881 0.68539 -0.016 0.023 -0.003 0.003
H -5.70131 -2.99112 -1.16465 0.002 -0.006 -0.039 0.000
H -0.54859 -0.20730 -2.59403 -0.018 -0.135 0.004 -0.007
```
Positions in Å, forces in eV/Å.

C30H34BrFN2O2S4V as an isolated structure. Source: OMol25; level of theory: ωB97M-V with the def2-TZVPD basis set.

Properties
net charge	+2
gap between HOMO and LUMO (alpha / beta)	5.69 / 6.33	eV
multiplicity	2
⟨S²⟩	0.778

The geometry in XYZ format:
```
75
Properties=species:S:1:pos:R:3:forces:R:3:mulliken_spin:R:1
Br -0.18316 -3.02603 0.88253 -0.040 -0.199 0.091 0.006
V 0.54684 -0.53629 -1.02894 -0.250 0.606 0.795 1.212
S 0.81334 0.17814 -3.41742 0.023 0.062 -0.033 -0.023
S -2.99817 -1.07027 0.24000 -0.044 -0.009 -0.060 0.009
S -1.61297 1.19195 -1.48825 -0.048 -0.035 -0.063 -0.001
S -0.85685 -2.43225 -2.21605 0.156 0.059 -0.079 -0.020
F 5.74558 -3.47701 -1.86460 0.016 0.005 0.005 -0.001
O 1.20498 1.08842 -0.77010 -0.194 -0.408 -0.742 -0.060
O 3.83723 1.71715 0.51034 0.026 -0.013 -0.009 0.000
N 1.13963 1.09246 1.46379 0.120 -0.045 -0.033 0.001
N 0.42131 -0.08910 1.26863 -0.001 -0.163 -0.092 0.011
C 4.10965 4.04160 0.25405 0.067 -0.004 0.011 0.000
C -2.12684 -0.49868 4.58544 0.015 -0.015 -0.060 0.001
C 3.26688 2.94507 0.36740 -0.025 0.088 -0.034 0.000
C -0.02121 -0.64749 2.33291 -0.047 0.053 0.104 0.023
C -3.97032 0.32820 -0.37169 0.052 -0.041 0.035 -0.001
C -3.41699 1.02360 -1.61099 0.061 -0.003 -0.016 0.006
C 2.22181 -3.02503 -1.42524 -0.049 0.093 -0.043 -0.002
C -1.57951 -1.78322 4.66657 -0.039 0.057 0.064 0.001
C 3.30951 -0.86493 -1.58490 0.020 -0.062 0.106 -0.011
C -0.41313 -0.74712 -4.37648 0.048 0.004 -0.017 0.000
C 3.58025 5.30970 0.08849 -0.029 -0.010 -0.002 -0.001
C 1.88168 3.12968 0.29349 0.028 -0.170 0.101 -0.004
C -1.45666 -2.39273 5.91861 0.020 -0.053 -0.053 0.002
C -0.55919 -1.97884 2.41103 0.069 0.042 -0.190 -0.010
C 0.95237 1.95982 0.31493 0.097 0.265 0.141 0.003
C 2.20442 5.50771 0.03746 -0.024 -0.010 0.006 0.000
C 1.36466 4.41374 0.13803 0.014 0.029 -0.024 0.000
C -3.35335 -2.34347 -0.99702 0.026 0.054 0.063 -0.002
C 2.12786 -1.61957 -1.40425 0.184 -0.119 -0.150 -0.108
C -1.81732 -1.70928 7.06491 -0.002 0.004 0.026 -0.001
C 0.18266 1.87962 -3.46651 0.000 -0.055 -0.013 -0.002
C -2.65319 -2.20944 -2.34244 0.010 -0.035 0.020 -0.003
C -1.16269 -2.51964 3.47648 -0.013 -0.007 0.043 0.004
C 4.57852 -2.87220 -1.71931 -0.047 0.006 0.005 -0.005
C 4.53374 -1.48773 -1.71960 0.037 0.004 0.011 -0.005
C -2.50190 0.17656 5.73469 -0.007 0.013 0.031 -0.001
C 3.43878 -3.65270 -1.58011 0.013 -0.049 0.009 -0.005
C -2.33591 -0.42295 6.97565 0.008 -0.011 -0.025 0.001
C -1.26678 2.05012 -3.05146 -0.048 -0.019 0.100 -0.001
C -0.37627 -2.20361 -3.94690 0.003 0.045 -0.001 0.001
H -2.94239 1.16206 5.66485 0.001 -0.001 -0.004 0.000
H -3.08055 -3.28649 -0.52204 -0.014 -0.015 -0.018 -0.001
H -1.35270 -3.58796 3.46584 0.008 0.002 0.009 -0.001
H 5.44745 -0.91955 -1.82927 -0.006 0.000 -0.001 0.000
H -0.15371 -0.64990 -5.43080 -0.011 -0.015 -0.005 -0.002
H 1.34471 -3.64939 -1.32771 0.000 -0.009 -0.007 -0.001
H -1.47690 3.11221 -2.92620 -0.001 0.008 -0.020 0.000
H -2.63079 0.10306 7.87348 -0.002 0.000 -0.001 0.000
H -4.99465 0.00339 -0.55484 -0.014 0.022 0.002 0.000
H -4.43164 -2.37040 -1.16027 -0.004 -0.007 -0.019 0.001
H 3.29033 0.21583 -1.58267 -0.034 0.004 -0.026 0.002
H 0.94497 1.54516 2.35305 -0.053 0.013 -0.016 -0.002
H 3.52347 -4.73085 -1.59151 0.009 0.005 -0.003 0.000
H -1.06172 -3.39918 5.98603 -0.004 0.007 0.020 0.000
H -1.03489 -2.80979 -4.56852 -0.008 -0.005 0.003 0.000
H 5.17805 3.88103 0.31136 -0.007 0.005 -0.002 0.000
H -1.95115 1.66662 -3.80808 0.006 0.008 -0.017 -0.001
H 0.07411 -0.12569 3.28470 -0.008 -0.028 0.010 0.001
H -2.31333 -0.05801 3.61229 -0.008 0.007 0.011 0.000
H -2.85773 -1.25712 -2.82113 -0.017 0.003 0.003 0.002
H 0.63048 -2.61540 -4.03066 -0.003 -0.015 0.003 0.001
H 0.85965 2.41510 -2.80140 0.000 0.021 -0.015 0.000
H 0.33472 2.25704 -4.47772 0.008 -0.009 -0.005 -0.001
H -3.67939 0.50030 -2.52913 0.001 -0.004 -0.001 -0.001
H 4.24871 6.15644 0.00881 0.004 -0.003 0.002 0.000
H -3.99723 1.02416 0.46702 0.006 0.008 -0.003 0.000
H -1.39928 -0.31552 -4.21801 -0.010 -0.008 -0.004 -0.001
H 0.28844 4.54566 0.09691 0.006 0.015 -0.002 0.000
H -3.81831 2.03511 -1.68143 -0.034 -0.008 0.002 0.000
H 1.79687 6.50226 -0.07562 0.004 -0.001 -0.003 0.000
H -2.99566 -3.01015 -3.00078 0.009 0.002 -0.013 0.000
H -0.08167 2.30601 0.22820 0.007 0.049 0.071 -0.010
H -1.70477 -2.18235 8.03078 0.000 0.002 -0.002 0.000
H 3.19720 1.11236 0.91131 -0.033 -0.008 0.024 0.000
```
Positions in Å, forces in eV/Å.

C30H34CrFN8O5 as an isolated structure. Source: OMol25; level of theory: ωB97M-V with the def2-TZVPD basis set.

Properties
net charge	+2
gap between HOMO and LUMO (alpha / beta)	6.85 / 7.10	eV
multiplicity	2
⟨S²⟩	0.765

The geometry in XYZ format:
```
79
Properties=species:S:1:pos:R:3:forces:R:3:mulliken_spin:R:1
Cr 2.03852 -2.51006 -0.36703 0.514 1.291 1.456 1.104
F -3.77449 0.61764 -1.44244 -0.076 0.078 0.031 0.000
O -0.51148 -2.66094 1.19916 -0.110 0.100 -0.141 0.000
O 3.73460 -4.56032 -0.72145 0.063 -0.158 0.181 -0.004
O 0.89299 -0.84160 -0.52567 -0.169 -0.549 -0.107 -0.004
O 3.18339 -0.48587 2.98860 -0.025 -0.043 -0.049 0.001
O 2.67838 -1.85218 1.30473 -0.039 -0.269 0.067 -0.002
N -6.63327 4.41784 0.43846 0.002 0.088 -0.047 0.000
N -4.34444 2.74717 0.35397 -0.140 0.111 -0.048 0.000
N 2.63483 -4.33262 -0.15229 -0.003 -0.271 -0.297 -0.027
N 5.86698 -1.17691 -1.43105 0.051 -0.023 0.013 0.004
N 3.72291 -1.62204 -1.19988 -0.166 -0.047 -0.009 -0.023
N 0.01793 1.96786 2.29472 0.226 -0.081 0.009 0.001
N 1.42566 -3.01772 -2.13965 -0.382 -0.199 -1.160 -0.034
N 0.53945 -3.40125 0.68305 -0.004 -0.061 0.242 -0.022
C -0.07145 4.48913 2.48466 0.006 0.077 -0.096 0.000
C 1.11001 4.02241 3.27645 0.077 0.022 0.051 -0.001
C 1.06560 1.13401 2.45487 -0.168 0.178 -0.042 0.002
C 2.90778 -0.08402 -3.03508 0.014 -0.049 0.037 -0.004
C 0.75054 -4.61166 1.09556 -0.129 0.080 -0.137 -0.004
C 1.12336 -3.16500 -3.23193 0.009 -0.155 0.226 0.018
C 4.93329 -1.86341 -0.75132 -0.033 0.034 -0.051 0.021
C -0.09278 3.13903 3.13909 -0.043 0.048 0.186 0.000
C 2.43414 -6.58556 0.81797 -0.005 0.125 -0.039 -0.002
C 4.72949 1.06025 -4.16328 0.062 0.006 -0.014 -0.001
C 0.74276 -3.36070 -4.60984 0.022 0.016 -0.384 -0.002
C -3.12560 2.04813 0.34839 0.207 -0.030 0.134 0.000
C -0.92738 1.68294 1.32672 -0.024 -0.180 -0.146 0.000
C -0.65789 0.67405 0.38872 0.031 0.007 0.017 -0.002
C -0.12114 -5.37524 2.03648 -0.002 0.046 -0.032 0.000
C 1.36059 0.10105 1.61603 -0.079 -0.493 -0.207 0.003
C 5.68425 0.46210 -3.36568 0.085 0.014 -0.008 0.001
C -5.08807 2.90949 1.58836 -0.021 0.030 -0.155 0.000
C -5.72191 4.29383 1.62225 0.260 -0.202 0.303 0.000
C 2.51666 -0.79468 2.02228 0.070 0.308 -0.030 0.000
C -5.20945 2.82460 -0.80913 0.029 0.062 0.152 0.000
C 3.86327 -0.70887 -2.23617 0.209 0.118 -0.096 0.005
C 0.57636 -0.09546 0.44107 0.215 0.490 0.455 -0.010
C -5.88879 4.19007 -0.84416 0.260 -0.244 -0.334 0.000
C -1.63323 0.36338 -0.56130 -0.076 0.027 -0.072 0.005
C 1.95684 -5.19414 0.57087 0.137 -0.173 -0.009 -0.021
C -2.14464 2.36849 1.27639 -0.131 0.133 -0.038 0.000
C 5.22598 -0.42317 -2.39808 -0.360 -0.003 -0.042 0.000
C -2.83162 1.01634 -0.56157 0.108 -0.152 -0.044 -0.001
C 3.36312 0.79629 -3.99654 -0.107 -0.009 0.009 0.001
H -0.74226 -3.02160 2.06362 0.045 -0.060 0.134 -0.001
H 1.62177 -7.30738 0.74289 0.000 -0.018 -0.004 0.000
H 0.03399 4.51727 1.40792 0.022 -0.055 0.008 0.000
H -6.58795 4.25214 -1.67634 -0.096 0.038 0.093 0.000
H -4.95524 5.06043 1.52818 -0.063 0.069 -0.059 0.000
H -1.44837 -0.43575 -1.26630 -0.026 0.001 0.002 0.000
H -2.31453 3.17525 1.97515 -0.033 0.004 -0.028 0.000
H -6.29364 4.46257 2.53312 -0.107 -0.021 -0.075 0.000
H 5.04044 1.75411 -4.93238 0.015 -0.003 0.014 0.000
H -7.08331 5.33371 0.42679 -0.041 0.014 0.007 0.000
H 2.00571 3.75152 2.73428 -0.050 -0.031 -0.057 0.000
H 5.15563 -2.53838 0.05816 0.050 -0.009 -0.013 -0.001
H 1.85500 -0.27631 -2.87572 -0.001 0.039 -0.044 0.001
H -7.37534 3.71826 0.51659 -0.075 0.029 0.021 0.000
H 6.85740 -1.22010 -1.26391 0.029 -0.027 0.035 0.000
H -4.63266 2.71956 -1.72155 -0.002 0.015 -0.050 0.000
H 1.13275 -2.53914 -5.21155 -0.015 -0.021 0.010 0.000
H 6.73701 0.67776 -3.49088 -0.009 -0.005 0.002 0.000
H -0.32865 -6.35715 1.61288 0.015 -0.019 0.024 0.000
H -4.44013 2.78384 2.45041 0.006 0.049 0.028 0.000
H 3.19612 -6.82430 0.07855 0.001 -0.025 0.023 0.000
H -5.88327 2.14997 1.66520 0.026 -0.030 0.050 0.000
H 0.39937 -5.53129 2.98250 -0.006 -0.001 0.013 0.000
H 2.65164 1.30529 -4.63394 0.007 -0.013 0.001 0.000
H -5.97133 2.03133 -0.80525 0.015 -0.006 -0.038 0.000
H 1.30113 4.46395 4.24357 -0.070 -0.029 0.021 0.000
H 1.15959 -4.29720 -4.97919 -0.001 -0.001 0.045 0.000
H 2.88232 -6.67879 1.80947 0.021 -0.025 -0.008 -0.001
H 1.70837 1.31122 3.30815 0.053 0.057 -0.057 0.000
H -0.70447 5.26604 2.89049 0.008 -0.029 0.066 0.000
H -1.07876 -4.89589 2.22752 -0.005 -0.021 -0.002 0.000
H -5.14630 4.98017 -0.93934 -0.050 0.061 0.094 0.000
H -0.71228 2.99841 4.01717 -0.032 -0.020 -0.044 0.000
H -0.34178 -3.39218 -4.70159 0.004 -0.005 0.051 0.001
```
Positions in Å, forces in eV/Å.

no.,M (g/mol)
1,885.53
2,732.73
3,657.65